Record 1
Computed, not measured: a 2-piece molecular cluster, C24H37N3P overall at a distorted geometry, with ωB97M-V/def2-TZVPD.

Output
- ΔE to the lowest compared entry with this formula, charge and spin (eV) = 0.431
- LUMO (eV) = -4.21

```
! RIJCOSX wB97M-V def2-TZVPD def2/J DEFGRID3
* xyz 1 1
C 3.4201 1.6737 1.0395
N 2.0805 1.6901 1.5988
C 1.7797 2.2209 2.9359
C 1.1323 0.8913 0.8937
C -0.3056 1.3415 1.0318
C -0.7211 2.6563 1.3390
C -2.1053 2.8792 1.6059
C -3.0430 1.8824 1.3525
C -4.4560 2.2443 1.6091
C -2.6049 0.6267 0.9383
C -1.2643 0.3747 0.7088
H 4.1568 1.9240 1.8239
H 3.6525 0.6572 0.6298
H 3.5526 2.4386 0.2106
H 2.6700 2.0540 3.5684
H 1.6159 3.2880 2.9391
H 0.9522 1.6617 3.3546
H 1.4692 0.7278 -0.1644
H 0.0158 3.4790 1.4775
H -2.3817 3.8883 1.9125
H -5.1130 1.4254 1.2711
H -4.7236 2.4435 2.6439
H -4.7978 3.0949 1.0260
H -3.3662 -0.1022 0.7972
H -0.9838 -0.5803 0.3050
C 5.6400 -1.0881 2.1994
C 4.8440 -2.2835 1.7142
C 4.9171 -2.3571 0.2002
C 5.4405 -3.5927 2.2163
N 3.4473 -2.0826 2.1939
P 2.1064 -2.2011 1.1538
H 1.3020 -0.0452 1.4305
N 1.0843 -2.7295 2.3856
C -0.1676 -3.4706 2.1362
C -0.1248 -4.8874 2.7210
C -0.4295 -3.6634 0.6591
C -1.2830 -2.6366 2.7430
C 1.7536 -2.8029 3.6308
C 3.0913 -2.4603 3.5194
C 3.8922 -2.3622 4.6668
C 3.3326 -2.6265 5.9431
C 2.0027 -2.9475 6.0538
C 1.1791 -3.0140 4.9099
H 5.7058 -1.0085 3.2786
H 6.6581 -1.1633 1.8181
H 5.2279 -0.1651 1.8126
H 4.3907 -3.2350 -0.1787
H 4.5008 -1.4760 -0.2791
H 5.9772 -2.4088 -0.0676
H 4.8223 -4.4419 1.9327
H 6.4247 -3.7497 1.7797
H 5.5958 -3.6453 3.2914
H -0.0860 -4.9435 3.8105
H -1.0205 -5.4381 2.4328
H 0.7314 -5.4444 2.3315
H -0.4933 -2.7166 0.1349
H 0.3515 -4.2593 0.1962
H -1.3955 -4.1581 0.5632
H -1.2732 -1.6428 2.2985
H -2.2443 -3.0917 2.5106
H -1.2140 -2.5310 3.8281
H 4.9283 -2.0811 4.5892
H 3.9639 -2.5492 6.8176
H 1.5602 -3.1360 7.0257
H 0.1357 -3.2153 4.9930
*
```

=====

Record 2
Computed, not measured: C41H30Br4ClN2O6PRhS as an isolated structure at a distorted geometry, with ωB97M-V/def2-TZVPD.

Output
- ΔE to the lowest compared entry with this formula, charge and spin (eV) = 1.337
- LUMO (alpha / beta) (eV) = 2.08 / 1.05

```
! RIJCOSX wB97M-V def2-TZVPD def2/J DEFGRID3
* xyz -1 5
Rh 0.1532 1.2440 0.4871
Br 0.2894 2.2718 7.9045
C 0.5779 2.3882 6.0177
C 1.7103 3.1250 5.5701
Br 2.7813 4.1043 6.7904
C 2.0183 3.1618 4.2250
Br 3.4090 4.2296 3.5387
C 1.2236 2.4536 3.2763
O 1.5329 2.3666 2.0440
C -0.0053 1.7993 3.7062
O -0.7893 1.2834 2.8999
C -0.1668 1.6685 5.1483
Br -1.5880 0.5736 5.7938
Cl -1.3509 -1.4583 -0.4729
C 0.0625 -2.3088 -1.0577
C -0.1530 -3.3957 -1.8717
C 0.9381 -4.1513 -2.2814
C 2.2186 -3.8182 -1.8396
C 2.4005 -2.7519 -0.9748
C 1.3299 -1.9367 -0.5943
P 1.6109 -0.4996 0.4906
C 3.3312 0.0031 -0.0080
C 4.0898 0.6955 0.9389
C 5.3711 1.0705 0.6286
C 5.9711 0.8094 -0.6058
C 5.1688 0.2289 -1.5839
C 3.8814 -0.1736 -1.2877
C 1.9148 -1.3373 2.0803
C 0.9658 -1.1751 3.1214
C 1.1894 -1.7307 4.3569
C 2.3481 -2.4966 4.5759
C 3.3079 -2.6771 3.6019
C 3.0801 -2.0563 2.3695
H -1.1529 -3.6077 -2.2104
H 0.8076 -5.0517 -2.9059
H 3.0696 -4.4350 -2.1470
H 3.4242 -2.5175 -0.6959
H 3.6993 0.9071 1.9370
H 5.9389 1.6354 1.3116
H 7.0397 1.0829 -0.7796
H 5.5763 -0.0893 -2.5703
H 3.3106 -0.7263 -2.0044
H 0.0444 -0.6161 2.8967
H 0.5080 -1.5982 5.1840
H 2.5012 -3.0236 5.5084
H 4.1912 -3.3246 3.7880
H 3.8086 -2.3074 1.5902
C -6.4410 -3.3255 -0.7386
C -5.4286 -2.7843 -1.7530
C -5.2623 -1.4188 -1.8981
C -4.2960 -0.9226 -2.7802
C -3.5808 -1.8128 -3.5831
C -3.8595 -3.1607 -3.5338
C -4.7687 -3.6535 -2.6008
S -2.5443 -1.2255 -4.9095
O -2.0849 -2.3957 -5.6209
O -3.2310 -0.2068 -5.6678
N -1.4418 -0.4208 -4.0344
C -0.5352 0.5257 -4.6815
C -0.7455 1.8965 -4.1348
C -0.3281 1.9826 -2.6714
O 0.4987 1.2240 -2.1858
O -0.9898 2.9292 -2.0479
H -7.4092 -2.8261 -0.8782
H -6.0372 -3.1379 0.2932
H -6.5786 -4.3964 -0.8571
H -5.8483 -0.7180 -1.3174
H -4.0786 0.1035 -2.8981
H -3.3638 -3.8000 -4.2741
H -4.9306 -4.7277 -2.5541
H -1.0577 -0.9382 -3.2545
H -0.7396 0.5165 -5.7732
H 0.4927 0.2133 -4.5840
H -1.8124 2.1823 -4.2217
H -0.1942 2.6519 -4.6888
N -1.8079 6.1043 3.6816
C -1.6300 5.3212 2.8438
C -1.3872 4.5315 1.7007
C -0.2039 4.7505 0.9845
C 0.0773 4.0475 -0.1583
C -0.8281 2.9930 -0.5746
C -2.1346 2.9641 0.0703
C -2.3768 3.6394 1.2337
H 0.4403 5.5368 1.3756
H 1.0159 4.1644 -0.7013
H -2.8651 2.2345 -0.3239
H -3.2933 3.5206 1.8271
*
```

=====

Record 3
Computed, not measured: a 2-piece molecular cluster, C12H17N overall at a distorted geometry, with ωB97M-V/def2-TZVPD.

Output
- SMILES string = Cc1c[nH]c2ccccc12.CCC
- ΔE to the lowest compared entry with this formula, charge and spin (eV) = 2.051
- LUMO (eV) = 0.92

```
! RIJCOSX wB97M-V def2-TZVPD def2/J DEFGRID3
* xyz 0 1
C 0.0524 3.2514 -2.0031
C 1.3700 0.1399 -0.3558
C 0.3325 0.8414 -1.0087
C 0.7058 2.2108 -1.1982
C 1.9069 2.3972 -0.5722
C 0.4658 -2.0114 -0.9166
C 1.3764 -1.2791 -0.1356
C -0.5201 -1.3519 -1.6053
C -0.6471 0.0666 -1.7266
N 2.2612 1.1484 0.0519
H 0.2698 -3.0465 -0.8003
H 2.1701 -1.8110 0.3978
H -1.2283 -1.9196 -2.1877
H -1.4351 0.6289 -2.2140
H 3.2263 0.7266 0.3472
H 2.5345 3.2117 -0.3564
H 0.1489 4.1402 -1.4945
H -0.9639 3.0120 -1.9985
H 0.5483 3.1306 -2.9506
C -2.0974 -1.3652 2.1394
C -0.7055 -1.3570 2.7299
C -3.1527 -2.0847 2.9628
H -2.1200 -1.8890 1.1314
H -2.2845 -0.3793 1.7600
H -0.3994 -0.2419 2.7832
H -0.5960 -1.8703 3.7413
H -2.9595 -3.1354 3.2313
H -4.0831 -1.9779 2.4423
H 0.0841 -1.8363 2.0665
H -3.2623 -1.5297 3.8787
*
```